# 1
Entry from the Open Molecules 2025 dataset: C5H3Cl2NS in the gas phase (ωB97M-V with the def2-TZVPD basis set).

The LUMO energy (alpha / beta) comes out at -1.7 / -1.7 eV. As for the spin multiplicity: 1. As for the highest occupied orbital energy (alpha / beta): -9.0962 / -9.0975 eV. Its frontier orbital gap (alpha / beta) is 7.4 / 7.4 eV. Its SMILES is N#C[C@@]1(Cl)C[C@H]1C(=S)Cl. The energy above the lowest of the compared OMol25 structures with the same formula, charge and spin comes out at 1.762 eV. The charge is 0.

Positions of all 12 atoms, in Å:
Cl -1.35428 2.34397 -2.54520
Cl -1.20529 1.52365 2.25513
S -2.65042 -0.13412 -1.83842
N -3.47267 -1.20991 1.40251
C -0.68063 0.92508 -0.40245
C -0.21947 -0.27915 0.36289
C -2.44682 -0.63474 1.39079
C -1.51461 0.98154 -1.49915
C -1.32977 0.14327 1.20289
H -0.00715 1.75081 -0.18248
H 0.84706 -0.32092 0.65788
H -0.42925 -1.37208 0.08097

---

# 2
Entry from the Open Molecules 2025 dataset: a molecular structure, C7H6N2O3Sn (ωB97M-V with the def2-TZVPD basis set).

The LUMO energy (alpha / beta) comes out at -9.6 / -9.7 eV. As for the spin multiplicity: 1. As for the highest occupied orbital energy (alpha / beta): -14.9652 / -14.9585 eV. Its frontier orbital gap (alpha / beta) is 5.3 / 5.3 eV. The energy above the lowest of the compared OMol25 structures with the same formula, charge and spin comes out at 6.557 eV. The charge is +2.

Positions of all 19 atoms, in Å:
Sn -0.00448 -0.06977 -2.18241
O -0.00392 2.90053 -3.37395
O -2.57215 -1.55288 -3.37155
O 2.56312 -1.55564 -3.36944
N -0.00202 -0.19967 -0.20469
N 0.00285 0.28796 1.88287
C -0.00385 1.78940 -2.95011
C 0.00055 0.79362 0.66012
C -0.00146 -1.45350 0.48720
C 0.00137 -1.15578 1.76478
C 0.00649 1.00295 3.15767
C 1.60458 -0.99984 -2.95473
C -1.61424 -0.99855 -2.95595
H 0.00290 -1.79574 2.61266
H 0.89620 0.73745 3.73381
H 0.00089 1.84568 0.40749
H 0.00697 2.06720 2.95642
H -0.88080 0.73902 3.73801
H -0.00299 -2.38243 -0.03821

---

# 3
Entry from the Open Molecules 2025 dataset: 10 unconnected molecules or ions with the total composition C21H63NO10 (ωB97M-V with the def2-TZVPD basis set).

The LUMO energy comes out at 0.0 eV. As for the spin multiplicity: 1. As for the highest occupied orbital energy: -9.9694 eV. Its frontier orbital gap is 10.0 eV. Its SMILES is COC[C@H](C)N.CC(C)O.CC(C)O.CC(C)O.CC(C)O.CO.CO.CO.CO.CO. The charge is 0.

Positions of all 95 atoms, in Å:
O -3.06130 -0.21074 -4.76417
O 9.32297 7.74589 -4.90578
O 1.15497 6.15849 -7.24277
O 5.71004 7.27019 -0.09536
O -0.25192 -0.17221 -11.68755
O -3.55265 5.50388 -8.39613
O 2.25459 4.32694 -15.19644
O 0.89569 -1.48954 -3.36440
O 4.83659 12.26076 -7.74930
O -3.67578 8.09029 1.52867
N -2.34140 0.27055 -7.22437
C -1.43899 7.16629 1.55308
C 4.73769 10.84084 -7.55295
C 9.95166 6.62201 -5.61145
C 1.03268 3.97486 -15.82985
C -2.95624 -1.98176 -6.98407
C -4.18276 -0.38020 -5.63445
C 2.88366 4.83859 -8.27972
C -2.58297 7.77697 0.77204
C -3.45774 0.38560 -3.50248
C 9.74887 5.45761 -4.73514
C 0.85738 0.66525 -11.82508
C 4.03075 5.52003 -0.32832
C 4.32296 7.01710 0.02032
C 1.06924 -0.96181 -2.02293
C 2.20461 4.45038 -5.82464
C 1.64869 4.85274 -7.27963
C -3.53923 -0.57545 -7.01950
C -3.75017 5.88039 -9.71631
C 3.65132 8.02245 -0.98615
C 9.23557 6.56701 -6.90628
C -2.87770 6.88112 -0.45872
H 3.99029 7.34175 1.00624
H -0.58543 -0.09526 -10.79064
H 3.28798 3.82662 -8.30274
H 1.48451 0.42332 -12.68315
H 8.15764 6.54079 -6.74665
H 8.47075 7.48366 -4.55002
H -2.84534 6.23127 -10.21255
H 4.34913 10.69592 -6.54491
H 0.65767 0.04509 -1.95318
H 10.25103 5.41385 -3.76870
H -4.30343 -0.37482 -7.77039
H 10.02047 4.50507 -5.19011
H -2.79714 1.09398 -6.85783
H -1.75192 0.04534 -6.43576
H -3.84028 -2.61514 -7.05753
H 4.30642 5.39274 -1.37517
H -0.69165 6.66171 0.94072
H 5.76193 10.51846 -7.74036
H 2.31623 5.24589 -14.92564
H 8.74273 5.21898 -4.39043
H -2.50093 -2.26245 -6.03433
H 0.63600 1.72676 -11.93589
H -4.27297 1.09806 -3.62858
H 3.01820 5.22578 -0.05216
H 2.57201 8.17316 -1.00770
H -3.94137 7.23012 1.86208
H 3.94020 9.07032 -0.90485
H 2.62725 5.16335 -9.28813
H 1.40136 0.71317 -10.88174
H 3.66834 5.52484 -7.96122
H -1.95191 6.80249 -1.02866
H 1.10871 4.07640 -16.91245
H 6.13433 6.63550 -0.67738
H 4.01812 10.41144 -8.25003
H -2.27485 -2.15952 -7.81607
H -4.78389 0.52884 -5.65379
H -3.82429 -0.31737 -2.75444
H 2.10088 -0.98268 -1.67167
H 0.28271 6.04947 -7.62862
H -1.73733 6.44637 2.31519
H 0.55896 -1.52511 -1.24164
H 2.69777 3.47958 -5.87400
H 1.40775 4.48565 -5.08176
H 0.76131 2.92122 -15.76417
H 0.87969 4.14365 -7.58611
H -2.29470 8.66916 0.21616
H -2.65130 1.05183 -3.19606
H -0.90059 7.98334 2.03334
H -3.23260 5.89987 -0.14359
H 9.50806 7.41350 -7.53660
H 0.23023 4.68738 -15.63879
H -4.19757 5.08579 -10.31342
H 3.01589 5.14154 -5.59610
H -4.41169 5.24855 -8.05195
H 3.98164 7.61614 -1.94214
H 5.55719 12.59522 -7.21035
H -3.64842 7.26207 -1.12877
H -0.01271 -1.21501 -3.50944
H 11.02475 6.81116 -5.63970
H 9.59777 5.70166 -7.46133
H -4.67168 -1.16914 -5.06293
H -4.39475 6.75890 -9.74527
H 4.62188 4.84782 0.29362

---

# 4
Entry from the Open Molecules 2025 dataset: a gas-phase ion, C10H13O (charge +1) (ωB97M-V with the def2-TZVPD basis set).

The LUMO energy (alpha / beta) comes out at -4.7 / -4.7 eV. As for the spin multiplicity: 1. As for the highest occupied orbital energy (alpha / beta): -12.3748 / -12.3761 eV. Its frontier orbital gap (alpha / beta) is 7.7 / 7.7 eV. The energy above the lowest of the compared OMol25 structures with the same formula, charge and spin comes out at 7.397 eV. The charge is +1.

Positions of all 24 atoms, in Å:
O -0.50364 0.98863 -0.19517
C -0.18239 -0.09118 2.46918
C 2.02374 0.75898 -1.73679
C -0.03669 1.68607 0.75163
C -0.62232 0.62139 -1.43208
C 1.79684 -0.33982 -1.10052
C -1.76033 0.66939 -2.37729
C 2.00109 -1.65004 -0.52700
C -0.33078 1.40565 2.12538
C -1.51269 0.52659 2.59240
C 0.66683 0.10741 -2.02699
H -2.22244 0.30520 1.91402
H 1.06634 -2.32132 -0.39823
H -2.53907 1.21699 -1.83237
H -1.98241 -0.31391 -2.56224
H -1.39099 1.31184 -3.33686
H 0.64199 -0.57117 -2.94805
H 2.50214 -1.65874 0.54328
H 0.17141 2.19780 2.72070
H -2.04608 0.93181 3.50403
H 0.24080 -0.60711 1.60933
H 0.41198 -0.25784 3.44309
H 2.63678 1.56293 -2.09235
H 2.69718 -2.29944 -1.27034

---

# 5
Entry from the Open Molecules 2025 dataset: C3H5NS2 in the gas phase (ωB97M-V with the def2-TZVPD basis set).

The LUMO energy (alpha / beta) comes out at 0.7 / -2.8 eV. As for the expectation value of S²: 2.01. As for the spin multiplicity: 3. As for the highest occupied orbital energy (alpha / beta): -4.7934 / -9.2809 eV. Its frontier orbital gap (alpha / beta) is 5.5 / 6.5 eV. The energy above the lowest of the compared OMol25 structures with the same formula, charge and spin comes out at 0.923 eV. The charge is 0.

Positions of all 11 atoms, in Å:
S 0.43518 1.79595 -0.55307
S -1.95632 0.66282 0.60119
N 1.14839 -0.49464 0.82551
C 1.42985 0.68260 0.82071
C 0.28368 -1.00457 -0.09972
C -0.55149 0.30892 -0.58347
H 2.28172 1.18814 1.24870
H -0.38529 -1.78483 0.20569
H -2.52179 -0.41559 0.15107
H -0.94707 0.25537 -1.53753
H 0.78314 -1.19417 -1.07907

---

# 6
Entry from the Open Molecules 2025 dataset: a molecular structure, C29H35N3O3RuS (ωB97M-V with the def2-TZVPD basis set).

The LUMO energy comes out at -7.6 eV. As for the spin multiplicity: 1. As for the highest occupied orbital energy: -14.0892 eV. Its frontier orbital gap is 6.5 eV. The energy above the lowest of the compared OMol25 structures with the same formula, charge and spin comes out at 0.000 eV. The charge is +2.

Positions of all 72 atoms, in Å:
Ru -0.50805 0.06336 -0.20418
S 1.43645 -0.50536 2.14847
O -0.05646 -0.27848 1.63739
O 1.21646 3.53284 -0.19352
O 0.93636 -3.01875 -2.24906
N -0.41888 1.91091 -0.55256
N 1.32207 0.14726 -0.90468
N -0.49392 -1.49325 -1.22858
C 3.43761 1.96026 2.91915
C -3.96956 2.77824 -0.35032
C 2.58816 -2.61042 3.52955
C 1.30862 -2.16883 2.82067
C -2.05467 -0.18803 -3.23175
C -1.66204 3.74988 -1.63793
C 3.12581 -0.87569 -1.97360
C 3.19401 1.47379 -1.34243
C 0.90039 2.42444 -0.50792
C -2.90209 4.36964 -1.79004
C 1.45907 0.53009 3.62900
C 3.82200 -2.59611 2.63759
C 3.81737 0.33328 -1.85456
C -1.27732 -3.92819 0.08007
C -4.03817 3.90948 -1.15314
C -2.12089 -3.29934 -0.99169
C 1.83331 -0.92397 -1.48769
C 0.76348 -1.96929 -1.71299
C 2.86692 1.01754 3.96884
C -2.75494 2.14632 -0.15487
C 1.89431 1.34226 -0.88645
C -1.73152 -2.11463 -1.61784
C -0.49734 4.24099 -2.44887
C -3.70628 -2.07555 -2.95331
C -1.60412 2.65967 -0.76689
C -4.10733 -3.26468 -2.36350
C -3.32519 -3.86651 -1.39161
C -2.67938 0.90960 0.69855
C -2.50850 -1.47467 -2.59170
H 2.73642 -2.01073 4.42906
H 0.97748 -0.02890 4.43112
H -4.86376 2.38742 0.11730
H -0.85640 4.85481 -3.27089
H 2.78389 1.52836 4.92999
H -1.14430 -3.24323 0.92230
H 0.19453 4.83530 -1.85367
H 3.67014 -3.19563 1.73930
H 4.09816 -1.58456 2.32597
H -1.75336 -4.82766 0.46451
H 3.57632 1.46188 1.95574
H 1.09708 -2.79546 1.95112
H -2.81594 0.18578 -3.91314
H -2.04698 1.05088 1.57964
H -3.65798 0.60313 1.06964
H 3.55010 -1.74216 -2.46232
H 2.39347 -3.62415 3.88397
H -1.86591 0.61400 -2.50737
H -4.32992 -1.61213 -3.70686
H -0.29558 -4.21063 -0.30423
H 3.68230 2.43857 -1.33287
H 0.43707 -2.16324 3.47791
H -5.03938 -3.72379 -2.66226
H 3.53417 0.17189 4.13925
H 2.78959 2.82492 2.76658
H -1.13060 -0.32994 -3.79808
H 4.67645 -3.01065 3.16844
H -4.98377 4.41049 -1.30335
H -2.97026 5.22606 -2.44778
H 4.41210 2.33211 3.22917
H 0.06605 3.40868 -2.88333
H 4.83111 0.40575 -2.22479
H -3.64916 -4.79231 -0.93468
H -2.42647 -0.06146 0.15225
H 0.81762 1.36852 3.34475

---

# 7
Entry from the Open Molecules 2025 dataset: C19H23BN2O4S in the gas phase (ωB97M-V with the def2-TZVPD basis set).

The LUMO energy comes out at 0.3 eV. As for the spin multiplicity: 1. As for the highest occupied orbital energy: -8.8000 eV. Its frontier orbital gap is 9.1 eV. Its SMILES is C=CC(=O)N(CC(=O)N[C@@H](Cc1ccsc1)B(O)O)c1ccccc1CC. The energy above the lowest of the compared OMol25 structures with the same formula, charge and spin comes out at 2.075 eV. The charge is 0.

Positions of all 50 atoms, in Å:
S -3.29066 2.28921 0.08478
O 1.04294 -0.52426 -3.84293
O 1.85289 -0.94758 1.24567
O -1.01670 -2.12725 4.71720
O 1.14426 -2.06773 3.62280
N 0.84558 -0.81828 -1.59304
N -0.39797 -1.13909 1.40428
C -0.67030 -0.53883 2.74613
C 2.15831 -3.13192 -4.01855
C 0.66790 2.81451 -0.83310
C 3.53873 1.20564 -1.59569
C -2.16482 -0.38326 2.85582
C 0.33294 0.56453 -1.41658
C 1.47322 -2.67674 -3.05793
C -1.29651 2.18434 -2.10731
C 2.58512 1.28603 -0.41280
C 0.77035 -1.24914 0.75254
C -2.71064 0.72729 1.97812
C 0.77665 -1.85882 -0.57151
C -0.53634 3.12159 -1.45460
C -3.93391 1.47873 2.35229
C -4.42518 2.25840 1.38375
C -0.93254 0.87872 -1.95351
C 1.17295 -1.21243 -2.85281
C 1.17179 1.55311 -0.76930
C -2.20355 1.17410 0.83216
B -0.16599 -1.67178 3.74198
H 1.22019 3.64739 -0.50168
H 4.53201 0.96667 -1.41098
H -2.29586 2.36940 -2.44248
H 1.61230 -1.68068 2.87783
H -1.22337 0.86071 0.39057
H -0.82252 4.15495 -1.47887
H 3.15302 0.43720 -2.27063
H 2.96419 2.03588 0.31155
H 2.38512 -4.12298 -4.19667
H -0.17470 -2.36755 -0.65014
H -5.42779 2.72025 1.32278
H -2.56855 -1.27052 2.45638
H 0.92931 -3.43994 -2.49242
H 2.76374 0.34315 0.12167
H -2.46260 -0.32475 3.95472
H -0.10973 0.40264 2.97547
H 1.58908 -2.65104 -0.59567
H -0.70347 -2.71708 5.43316
H 3.69372 2.14099 -2.20179
H -4.48932 1.36150 3.23720
H -1.22441 -1.58516 1.05612
H -1.55244 0.05546 -2.27327
H 2.42357 -2.52563 -4.86074

---

# 8
Entry from the Open Molecules 2025 dataset: 9 unconnected molecules or ions with the total composition BH20O8 (ωB97M-V with the def2-TZVPD basis set).

The LUMO energy comes out at 2.9 eV. As for the spin multiplicity: 1. As for the highest occupied orbital energy: -6.5758 eV. Its frontier orbital gap is 9.5 eV. The energy above the lowest of the compared OMol25 structures with the same formula, charge and spin comes out at 2.802 eV. The charge is -1.

Positions of all 29 atoms, in Å:
O 42.19061 -20.69741 54.94622
O 37.59890 -18.28402 51.78173
O 40.74221 -19.23288 52.87347
O 37.38506 -22.29886 49.61988
O 36.46463 -25.21580 53.72782
O 37.46813 -21.73729 56.53272
O 41.56145 -23.98567 52.33775
O 35.36405 -22.60603 51.89756
B 38.98898 -22.07444 52.85734
H 36.13324 -22.38077 52.45326
H 37.60918 -18.68157 52.69783
H 40.53033 -19.99659 52.34991
H 38.50093 -23.06978 52.94574
H 38.09091 -18.96087 51.07230
H 35.79524 -22.33913 51.17850
H 40.64659 -18.44491 52.41578
H 39.89291 -21.76235 53.56953
H 39.38636 -21.82032 51.80337
H 41.40117 -20.18142 54.60017
H 37.11250 -22.97040 49.15245
H 37.40968 -25.04605 53.39784
H 38.07639 -21.95503 55.82172
H 41.64846 -24.29276 53.26723
H 37.30327 -20.81741 56.77263
H 40.84078 -23.24197 52.43555
H 41.85864 -21.45581 55.45660
H 38.10254 -22.38128 50.36978
H 38.12764 -21.25928 53.02740
H 36.32332 -25.31877 54.78360

---

no.,largest force on an atom (eV/Å)
1,4.72
2,7.18
3,3.47
4,5.19
5,5.11
6,0.54
7,4.19
8,9.58